{
  "formula": "C3H12N3O",
  "method": "ωB97M-V/def2-TZVPD",
  "elements": ["N", "C", "N", "H", "H", "H", "H", "H", "H", "O", "C", "C", "N", "H", "H", "H", "H", "H", "H"],
  "coordinates": [[0.669215, -2.657226, 2.699215], [0.536730, -1.753870, 1.600529], [-0.087130, -0.414094, 1.877434], [1.326820, -2.326014, 3.397253], [-0.216215, -2.816461, 3.174252], [1.518589, -1.577134, 1.176058], [-0.064745, -2.232526, 0.828438], [-1.073878, -0.564389, 2.075704], [0.278178, -0.077593, 2.767112], [0.176277, 2.061582, -2.826239], [-0.801313, 1.423973, -2.561803], [-0.923119, 0.789051, -1.198287], [0.348765, 0.991350, -0.450150], [-1.644837, 1.326377, -3.267882], [-1.732925, 1.229770, -0.623143], [-1.137294, -0.274098, -1.243740], [0.249170, 0.584772, 0.541526], [1.092804, 0.482475, -0.920074], [0.609220, 1.985436, -0.462931]],
  "forces_ev_per_a": [[-0.21, 0.23, 0.40], [-0.23, 0.09, 0.06], [0.04, -0.30, 0.17], [0.06, -0.09, -0.12], [0.14, -0.16, -0.18], [0.24, 0.06, -0.01], [-0.09, 0.04, -0.06], [-0.03, 0.04, -0.10], [0.15, 0.12, -0.14], [0.28, 0.09, -0.15], [-0.27, 0.25, -0.13], [0.06, -0.14, 0.38], [-0.17, 0.17, -0.24], [0.07, -0.14, 0.17], [-0.13, 0.21, -0.02], [0.05, -0.18, -0.16], [-0.19, -0.08, 0.22], [0.23, 0.10, -0.12], [0.00, -0.30, 0.02]],
  "relative_energy_kcal_mol": 46.0,
  "total_energy_ha": -360.76142,
  "fmax_ev_per_a": 0.51,
  "gap_ev": 10.079,
  "total_charge": 1,
  "e_lumo_ev": -3.18,
  "homo_energy_ev": -13.259
}

---

{
  "formula": "C3H12N3O",
  "method": "ωB97M-V/def2-TZVPD",
  "elements": ["C", "C", "N", "N", "N", "H", "H", "H", "H", "H", "H", "H", "H", "C", "O", "H", "H", "H", "H"],
  "coordinates": [[-1.383204, -1.262970, -0.328063], [-0.558268, 0.196008, 1.470193], [0.470505, 0.304800, 2.299857], [-0.329373, -0.477384, 0.333485], [-1.674309, 0.868684, 1.751666], [1.264785, -0.303969, 2.155843], [0.506310, 0.931754, 3.090664], [0.369148, -0.053626, -0.274424], [-2.612803, 0.653614, 1.426044], [-1.731700, 1.291411, 2.666183], [-1.713798, -0.802949, -1.259167], [-2.216784, -1.437454, 0.356682], [-0.979541, -2.242380, -0.540615], [1.694500, 0.046690, -2.376101], [1.519668, 1.026966, -1.332472], [2.152457, 1.745411, -1.450493], [2.386908, -0.721892, -2.055257], [0.694509, -0.266746, -2.673760], [2.140992, 0.504032, -3.260267]],
  "forces_ev_per_a": [[0.08, 0.24, 0.16], [0.52, 0.64, -0.31], [0.49, 0.06, 0.17], [-1.00, -0.66, -0.15], [-0.98, -0.16, 0.89], [-0.12, 0.22, -0.10], [-0.14, -0.03, -0.15], [0.45, -0.01, 0.30], [0.64, -0.09, -0.67], [0.10, -0.07, 0.13], [-0.15, 0.04, 0.14], [0.02, 0.22, -0.16], [0.12, -0.22, -0.19], [0.24, 1.08, -0.35], [0.03, -0.14, -0.08], [-0.13, -0.19, 0.09], [-0.29, -0.49, 0.12], [0.19, -0.50, 0.15], [-0.06, 0.07, -0.01]],
  "relative_energy_kcal_mol": 33.9,
  "total_energy_ha": -360.78068,
  "fmax_ev_per_a": 1.34,
  "gap_ev": 11.369,
  "total_charge": 1,
  "e_lumo_ev": -2.86,
  "homo_energy_ev": -14.234
}

---

{
  "formula": "C3H12N3O",
  "method": "ωB97M-V/def2-TZVPD",
  "elements": ["C", "C", "N", "N", "N", "H", "H", "H", "H", "H", "H", "H", "H", "C", "O", "H", "H", "H", "H"],
  "coordinates": [[-0.168750, 1.365615, -0.449413], [1.765911, 0.261701, 0.704760], [1.957907, -0.764280, 1.572192], [0.624816, 0.189492, -0.121431], [2.938689, 0.797554, 0.257702], [1.173120, -1.409951, 1.685553], [2.658465, -0.859524, 2.381061], [-0.149131, -0.498102, 0.292332], [3.099733, 0.955077, -0.692194], [3.783805, 1.213053, 0.808458], [0.134806, 2.361128, -0.092232], [-1.186319, 1.121879, -0.233540], [-0.327677, 1.330805, -1.576549], [-3.031425, -0.828996, -0.897971], [-2.061112, -1.298189, 0.145094], [-1.474814, -2.043579, -0.360203], [-3.356691, 0.257685, -0.674152], [-2.490494, -0.697536, -1.769949], [-3.890846, -1.453824, -0.979514]],
  "forces_ev_per_a": [[-0.59, 0.44, -3.31], [1.18, -3.26, -2.20], [-0.74, -0.26, 2.30], [0.05, -1.20, 3.93], [1.32, 2.38, 2.49], [0.18, 0.65, 0.35], [-1.07, 0.63, -2.30], [2.21, 1.37, -1.00], [-0.63, 0.58, -1.70], [-2.60, -1.54, -0.66], [0.11, -0.70, -0.07], [-0.59, 0.22, 1.21], [0.93, 0.77, 1.03], [0.47, 2.21, 2.61], [1.40, -2.03, -2.72], [-2.41, 2.46, 1.84], [0.37, -1.87, 0.31], [0.80, -0.28, -2.10], [-0.39, -0.57, 0.00]],
  "relative_energy_kcal_mol": 85.9,
  "total_energy_ha": -360.69780,
  "fmax_ev_per_a": 4.11,
  "gap_ev": 10.349,
  "total_charge": 1,
  "e_lumo_ev": -4.06,
  "homo_energy_ev": -14.410
}

---

Repeat the first record exactly.
{
  "formula": "C3H12N3O",
  "method": "ωB97M-V/def2-TZVPD",
  "elements": ["N", "C", "N", "H", "H", "H", "H", "H", "H", "O", "C", "C", "N", "H", "H", "H", "H", "H", "H"],
  "coordinates": [[0.669215, -2.657226, 2.699215], [0.536730, -1.753870, 1.600529], [-0.087130, -0.414094, 1.877434], [1.326820, -2.326014, 3.397253], [-0.216215, -2.816461, 3.174252], [1.518589, -1.577134, 1.176058], [-0.064745, -2.232526, 0.828438], [-1.073878, -0.564389, 2.075704], [0.278178, -0.077593, 2.767112], [0.176277, 2.061582, -2.826239], [-0.801313, 1.423973, -2.561803], [-0.923119, 0.789051, -1.198287], [0.348765, 0.991350, -0.450150], [-1.644837, 1.326377, -3.267882], [-1.732925, 1.229770, -0.623143], [-1.137294, -0.274098, -1.243740], [0.249170, 0.584772, 0.541526], [1.092804, 0.482475, -0.920074], [0.609220, 1.985436, -0.462931]],
  "forces_ev_per_a": [[-0.21, 0.23, 0.40], [-0.23, 0.09, 0.06], [0.04, -0.30, 0.17], [0.06, -0.09, -0.12], [0.14, -0.16, -0.18], [0.24, 0.06, -0.01], [-0.09, 0.04, -0.06], [-0.03, 0.04, -0.10], [0.15, 0.12, -0.14], [0.28, 0.09, -0.15], [-0.27, 0.25, -0.13], [0.06, -0.14, 0.38], [-0.17, 0.17, -0.24], [0.07, -0.14, 0.17], [-0.13, 0.21, -0.02], [0.05, -0.18, -0.16], [-0.19, -0.08, 0.22], [0.23, 0.10, -0.12], [0.00, -0.30, 0.02]],
  "relative_energy_kcal_mol": 46.0,
  "total_energy_ha": -360.76142,
  "fmax_ev_per_a": 0.51,
  "gap_ev": 10.079,
  "total_charge": 1,
  "e_lumo_ev": -3.18,
  "homo_energy_ev": -13.259
}